# 1
This record from the OMol25 dataset describes a structure of composition C40H44NPRhSSi in a non-equilibrium geometry. The level of theory is the ωB97M-V functional and the def2-TZVPD basis.

Cartesian coordinates (Å):
H 2.756 -1.267 1.763
Rh 0.354 -0.254 -0.183
C 4.310 -0.191 -1.566
H 0.042 4.408 -0.244
H 5.205 -1.375 -3.120
H -0.888 1.850 -6.265
C -1.712 2.120 0.045
C -3.986 2.315 0.860
H 3.125 -2.598 -3.633
C -2.171 -0.616 2.835
H 1.792 6.070 -0.627
N -0.287 -1.722 -1.533
C -1.270 2.609 1.280
C 2.020 2.626 -2.329
C -1.328 -3.460 -2.671
H -1.910 -2.845 4.260
C -2.200 0.211 -3.049
H 5.228 0.335 -1.340
C 1.864 5.099 -1.099
H 3.194 0.863 -0.068
C 4.301 -1.157 -2.570
C -3.689 -3.135 -1.285
C -0.989 -1.583 2.787
C -0.920 -2.435 4.053
C -2.630 -2.306 -0.982
C -2.731 -0.162 -4.270
H -0.283 0.173 5.283
H -0.615 -1.862 4.927
H 0.047 2.497 -4.098
H 2.085 1.669 -2.836
H 0.921 -3.694 2.070
H -2.314 -5.059 -3.730
H -4.424 -4.748 -2.496
H 2.990 0.863 3.450
C 2.595 -2.157 3.701
C 1.971 -0.557 -1.130
H -2.591 -0.250 -2.154
H -1.795 3.335 3.227
H -3.107 -1.177 2.839
H -2.149 -0.013 3.744
C 1.667 -3.089 1.554
C 0.880 4.149 -0.880
H -2.664 0.140 -6.395
H -5.049 2.211 0.691
H -2.191 0.073 1.986
H 1.290 -2.874 0.551
C 2.120 1.428 3.115
C 1.979 -1.540 -2.141
H -3.474 1.637 -1.095
C -3.577 -4.113 -2.279
C -3.091 1.985 -0.144
H -4.621 -3.030 -0.747
C -2.400 -4.291 -2.976
H 2.212 1.581 2.035
H 1.871 -2.629 4.365
C -0.729 1.744 -4.131
H 0.972 1.375 5.520
C -2.159 2.947 2.285
C 1.998 -1.816 2.336
C -1.256 1.381 -5.362
C 0.724 0.458 4.982
H -1.151 -2.268 1.943
H -0.237 -3.275 3.945
H 2.162 2.405 3.595
H -0.207 2.745 1.447
C 0.693 -2.163 -2.304
C -2.253 0.423 -5.435
H -4.222 3.052 2.859
C 3.006 3.568 -2.553
C 3.134 -1.842 -2.859
H 3.421 -2.857 3.567
H -3.517 -0.906 -4.313
C 0.942 2.889 -1.480
P 0.536 -0.660 2.285
H 2.994 -1.277 4.202
H -2.712 -1.550 -0.211
C -1.183 1.158 -2.946
C 0.815 0.722 3.480
C -3.522 2.791 2.078
H 2.566 -3.698 1.447
C -1.442 -2.462 -1.698
H 3.704 5.547 -2.104
H 1.412 -0.314 5.320
Si -0.445 1.643 -1.272
C 3.161 0.107 -0.846
H 3.829 3.341 -3.217
H -0.012 1.398 3.225
S 0.282 -3.473 -3.335
C 2.934 4.807 -1.931

Calculated values
gap between HOMO and LUMO (alpha / beta) = 0.251 / 0.251 Ha
total charge = +1
max |F| = 1.9 eV Å⁻¹
calculated total energy = -74690.5515 eV

***

# 2
This record from the OMol25 dataset describes a structure of composition C40H45AsGeN4NiS in a non-equilibrium geometry. The level of theory is the ωB97M-V functional and the def2-TZVPD basis.

Cartesian coordinates (Å):
H -1.590 -2.130 4.208
H -5.544 0.360 3.396
C 4.360 2.075 -0.210
H 1.788 0.038 2.508
H 5.847 4.875 -1.498
H -0.170 -2.686 0.941
C 6.412 3.187 0.527
C 5.121 4.075 -1.393
H -3.150 2.989 2.304
H 1.094 -5.397 -2.090
H 2.848 -0.502 -3.639
H -2.461 -2.500 -1.646
H 4.857 -4.194 -2.863
H 0.954 0.561 -3.360
H 5.782 0.477 2.449
C 5.303 3.118 -0.359
C 0.710 -4.429 -1.791
H 0.003 0.356 4.554
H 7.429 2.325 2.183
C 5.640 1.214 1.667
C 0.620 0.907 -2.380
Ni -1.148 -0.023 -0.337
C -3.181 4.298 -1.862
H 3.852 0.320 0.960
C -1.285 -2.322 3.182
N 0.971 -5.809 1.481
C -3.098 1.990 -2.414
H -6.268 -0.759 0.903
C 3.868 -2.361 -3.392
H 3.926 4.726 -3.024
H 7.126 3.993 0.403
C 0.489 -4.140 -0.451
H 4.064 -2.468 -4.452
H -5.320 1.275 1.036
C -5.542 -2.349 -0.323
H -4.320 3.398 -3.470
C 4.319 -3.328 -2.499
C -3.261 -2.086 -1.046
H -0.348 0.433 -2.179
C 0.424 -3.446 -2.717
H -1.891 4.867 -0.226
H -6.477 -2.895 -0.311
H -3.684 1.638 0.485
H 1.693 -1.580 1.795
H -0.500 -3.080 3.198
H 0.420 1.974 -2.409
C -3.825 2.403 2.923
H -4.848 2.760 2.825
H -4.542 -3.699 -1.656
C 3.408 -2.047 -0.673
As -0.630 -0.667 2.347
C 0.764 -5.089 0.609
C -3.054 -0.900 -0.320
H -2.130 -2.712 2.616
H 2.265 2.925 -2.767
H -3.513 2.434 3.964
H 4.457 -3.908 -0.436
C 3.244 2.002 -1.107
C 6.580 2.262 1.514
C 2.931 -1.076 -1.555
H 0.570 -3.613 -3.776
C -3.613 3.245 -2.666
C -4.460 -2.794 -1.063
C -4.290 0.917 1.004
Ge 1.970 0.542 -0.982
C 4.055 3.996 -2.235
C -0.040 -2.221 -2.276
H -3.570 5.297 -2.023
S -0.682 2.255 0.606
C -4.209 -0.440 0.360
H -2.806 0.713 2.379
C 4.566 1.128 0.832
N -2.223 1.758 -1.429
C 0.010 -2.891 -0.100
C -1.788 2.764 -0.660
H 1.486 -1.375 3.550
C 3.177 -1.250 -2.923
H -1.751 0.338 4.422
H 3.259 -1.939 0.397
C -0.830 0.543 3.879
C -2.258 4.067 -0.857
N -3.785 0.991 2.439
H -4.413 -0.950 2.978
N -0.240 -1.925 -0.984
H -0.247 -1.434 -2.988
H -3.401 1.124 -2.995
C -4.499 0.062 3.360
C 4.093 -3.167 -1.138
C 3.103 2.955 -2.082
C -5.408 -1.160 0.369
H -0.801 1.582 3.554
H -4.055 0.141 4.349
C 1.296 -0.933 2.574

Calculated values
gap between HOMO and LUMO (alpha / beta) = 0.251 / 0.244 Ha
multiplicity = 4
total charge = +1
max |F| = 1.7 eV Å⁻¹
calculated total energy = -217396.0719 eV

***

# 3
This record from the OMol25 dataset describes a structure of composition C40H45Cl2N7O2PRe. The level of theory is the ωB97M-V functional and the def2-TZVPD basis.

Cartesian coordinates (Å):
H 1.306 6.075 1.825
H -0.020 2.641 -1.728
H -0.625 -3.774 3.534
H 2.219 -1.916 0.214
H -4.024 -4.088 -1.544
C 0.343 -3.869 1.547
C 1.096 -2.614 3.779
H 0.890 0.720 -4.304
C -6.184 1.669 1.838
Cl -7.726 1.509 2.596
H 0.248 -0.903 -4.456
C 2.656 3.072 -0.885
C -0.591 3.496 0.773
C -1.819 3.200 -0.034
H 1.755 -3.305 4.291
C 3.210 -1.615 -0.129
C -3.322 -3.304 -1.283
H -3.625 -4.021 1.364
H 1.441 1.923 2.768
N -1.581 -1.169 -0.542
N -0.081 2.465 1.471
C 2.871 -0.985 -3.637
C 0.531 -0.134 -3.736
H -2.323 -6.064 1.633
H 0.106 -6.058 1.686
C 4.663 0.229 -0.960
N 0.549 0.485 -0.405
H 3.394 1.602 1.072
C -3.431 -2.088 -1.815
H 3.462 -2.171 -1.029
C 0.965 2.742 2.255
C 3.302 -0.095 -0.336
N -0.098 -2.596 0.792
H 2.308 4.166 3.102
H 2.042 2.999 0.009
H 3.684 2.828 -0.625
H 4.065 1.858 -2.981
Re -0.986 0.536 0.648
H 0.422 2.462 -3.419
N -2.933 -0.171 1.491
C -0.450 -5.141 1.531
H 1.845 -0.870 4.724
H -5.523 -0.202 2.608
H 1.894 -2.767 -2.068
C -0.119 4.792 0.850
H -2.687 -0.027 -1.779
Cl -7.041 4.034 0.810
H 0.472 -1.972 -1.420
O -4.363 -1.927 1.995
C -2.114 -2.438 1.508
H 2.585 -1.604 -4.491
H 1.396 -4.045 1.334
C -3.705 1.891 0.657
C 1.153 -1.304 4.017
O -2.298 4.013 -0.787
H -4.428 3.759 -0.144
H 2.699 1.835 -4.105
C -2.519 -1.033 -1.404
H -0.597 5.549 0.244
H 0.434 0.663 3.429
C 1.606 -0.721 -2.808
H 3.244 3.351 -3.415
C -2.563 -3.922 1.152
C 0.332 -0.394 3.241
C 0.767 2.820 -2.455
H 0.902 3.900 -2.540
H -4.223 -1.828 -2.503
C 1.086 -2.080 -2.305
C 3.218 0.528 1.064
H 3.620 -1.544 -3.078
C 0.027 -3.159 2.913
H 2.242 0.323 1.505
C -4.000 0.751 1.423
H 5.438 -0.205 -0.324
C -1.774 -5.135 1.534
H 3.336 -0.085 -4.031
H 0.492 -2.543 -3.096
C -5.253 0.653 2.016
H 4.859 1.298 -1.019
H 3.942 -1.891 0.633
H 4.784 -0.199 -1.954
N -2.344 1.963 0.294
C 1.479 4.017 2.424
C -4.639 2.894 0.463
H 2.643 4.112 -1.215
C 3.090 2.291 -3.198
H -1.611 -4.454 -0.817
C 0.926 5.068 1.714
C -5.887 2.776 1.060
C -3.257 -1.472 1.735
H 3.982 0.061 1.690
C -1.443 -2.440 0.121
N -0.472 -0.718 2.296
C -2.202 -3.656 -0.367
H -0.367 0.161 -3.189
C -0.706 -2.138 2.065
C 2.107 2.201 -2.023
P 1.828 0.471 -1.355

Calculated values
gap between HOMO and LUMO (alpha / beta) = 0.204 / 0.221 Ha
multiplicity = 2
total charge = +1
max |F| = 0.6 eV Å⁻¹
calculated total energy = -93192.7860 eV

***

What did the third record say?
This record from the OMol25 dataset describes a structure of composition C40H45Cl2N7O2PRe. The level of theory is the ωB97M-V functional and the def2-TZVPD basis.

Cartesian coordinates (Å):
H 1.306 6.075 1.825
H -0.020 2.641 -1.728
H -0.625 -3.774 3.534
H 2.219 -1.916 0.214
H -4.024 -4.088 -1.544
C 0.343 -3.869 1.547
C 1.096 -2.614 3.779
H 0.890 0.720 -4.304
C -6.184 1.669 1.838
Cl -7.726 1.509 2.596
H 0.248 -0.903 -4.456
C 2.656 3.072 -0.885
C -0.591 3.496 0.773
C -1.819 3.200 -0.034
H 1.755 -3.305 4.291
C 3.210 -1.615 -0.129
C -3.322 -3.304 -1.283
H -3.625 -4.021 1.364
H 1.441 1.923 2.768
N -1.581 -1.169 -0.542
N -0.081 2.465 1.471
C 2.871 -0.985 -3.637
C 0.531 -0.134 -3.736
H -2.323 -6.064 1.633
H 0.106 -6.058 1.686
C 4.663 0.229 -0.960
N 0.549 0.485 -0.405
H 3.394 1.602 1.072
C -3.431 -2.088 -1.815
H 3.462 -2.171 -1.029
C 0.965 2.742 2.255
C 3.302 -0.095 -0.336
N -0.098 -2.596 0.792
H 2.308 4.166 3.102
H 2.042 2.999 0.009
H 3.684 2.828 -0.625
H 4.065 1.858 -2.981
Re -0.986 0.536 0.648
H 0.422 2.462 -3.419
N -2.933 -0.171 1.491
C -0.450 -5.141 1.531
H 1.845 -0.870 4.724
H -5.523 -0.202 2.608
H 1.894 -2.767 -2.068
C -0.119 4.792 0.850
H -2.687 -0.027 -1.779
Cl -7.041 4.034 0.810
H 0.472 -1.972 -1.420
O -4.363 -1.927 1.995
C -2.114 -2.438 1.508
H 2.585 -1.604 -4.491
H 1.396 -4.045 1.334
C -3.705 1.891 0.657
C 1.153 -1.304 4.017
O -2.298 4.013 -0.787
H -4.428 3.759 -0.144
H 2.699 1.835 -4.105
C -2.519 -1.033 -1.404
H -0.597 5.549 0.244
H 0.434 0.663 3.429
C 1.606 -0.721 -2.808
H 3.244 3.351 -3.415
C -2.563 -3.922 1.152
C 0.332 -0.394 3.241
C 0.767 2.820 -2.455
H 0.902 3.900 -2.540
H -4.223 -1.828 -2.503
C 1.086 -2.080 -2.305
C 3.218 0.528 1.064
H 3.620 -1.544 -3.078
C 0.027 -3.159 2.913
H 2.242 0.323 1.505
C -4.000 0.751 1.423
H 5.438 -0.205 -0.324
C -1.774 -5.135 1.534
H 3.336 -0.085 -4.031
H 0.492 -2.543 -3.096
C -5.253 0.653 2.016
H 4.859 1.298 -1.019
H 3.942 -1.891 0.633
H 4.784 -0.199 -1.954
N -2.344 1.963 0.294
C 1.479 4.017 2.424
C -4.639 2.894 0.463
H 2.643 4.112 -1.215
C 3.090 2.291 -3.198
H -1.611 -4.454 -0.817
C 0.926 5.068 1.714
C -5.887 2.776 1.060
C -3.257 -1.472 1.735
H 3.982 0.061 1.690
C -1.443 -2.440 0.121
N -0.472 -0.718 2.296
C -2.202 -3.656 -0.367
H -0.367 0.161 -3.189
C -0.706 -2.138 2.065
C 2.107 2.201 -2.023
P 1.828 0.471 -1.355

Calculated values
gap between HOMO and LUMO (alpha / beta) = 0.204 / 0.221 Ha
multiplicity = 2
total charge = +1
max |F| = 0.6 eV Å⁻¹
calculated total energy = -93192.7860 eV

***

Number 2 is which compound?
C40H45AsGeN4NiS

***

The highest max |F| belongs to which entry?
C40H44NPRhSSi